No. 1
The following is a DFT calculation (the ωB97M-V functional and the def2-TZVPD basis) of a structure of composition C34H28FMgN6O10.

Calculated values
E_tot = -2693.42972 hartree
total charge = -1
strongest force on any atom = 6.960 eV Å⁻¹

Each line ends with the Löwdin charge.
Element x y z (Å)
Mg: 0.005616 -1.658183 1.254938  0.574
N: -0.649066 2.231961 2.438144  0.178
C: -0.175028 1.059503 2.877279  -0.515
O: -0.607219 -0.012970 2.448766  -0.032
C: 0.968357 1.136942 3.887984  -0.168
C: 1.316573 -0.142705 4.548493  0.051
H: -1.096487 2.264259 1.506563  -0.151
H: -0.156666 3.065879 2.712483  0.117
H: 0.713184 1.912874 4.618757  0.112
H: 1.824598 1.506708 3.314178  0.115
H: 0.680695 -0.544899 5.324602  0.041
H: 2.105471 -0.757681 4.141194  0.053
C: -4.661686 2.273467 -2.432542  -0.043
C: -3.536851 1.962905 -3.409970  -0.300
C: -2.836718 3.244672 -3.832788  -0.144
C: -1.755122 2.932235 -4.850213  -0.130
C: -0.781283 1.958970 -4.248436  -0.133
C: 0.539897 1.952015 -4.623784  0.049
C: 1.443506 1.095543 -4.001663  -0.257
F: 2.734962 1.139325 -4.399799  0.055
C: 1.068731 0.258241 -2.997064  0.074
C: -0.279346 0.239220 -2.607142  -0.038
C: -0.669575 -0.597480 -1.473468  -0.269
O: 0.222644 -1.155176 -0.793782  -0.039
C: -2.063314 -0.679277 -1.209022  -0.011
C: -2.906806 0.143218 -1.893575  0.033
N: -2.535708 1.040556 -2.820246  0.041
C: -1.208732 1.073754 -3.235882  -0.067
C: -2.666584 -1.580693 -0.148102  -0.594
O: -3.863503 -1.854311 -0.236458  0.015
O: -1.866207 -1.949948 0.769122  -0.063
H: -5.249218 3.097964 -2.837620  0.082
H: -4.245660 2.582416 -1.471984  0.102
H: -5.338213 1.435186 -2.273549  0.077
H: -3.947934 1.472399 -4.301783  0.152
H: -2.380069 3.702543 -2.950017  0.125
H: -3.580866 3.928248 -4.245705  0.120
H: -1.223483 3.836744 -5.147537  0.120
H: -2.204702 2.505252 -5.754786  0.123
H: 0.897893 2.640233 -5.379265  0.129
H: 1.782409 -0.357503 -2.467778  0.136
H: -3.954846 0.089911 -1.644068  0.129
C: -1.088172 -3.333148 5.232421  -0.043
C: -0.414300 -4.541404 5.255685  -0.058
C: 0.269113 -4.954091 4.124570  -0.008
C: 0.262554 -4.134974 3.002308  -0.171
N: -0.329504 -2.938306 3.010918  0.109
C: -1.005410 -2.556895 4.087836  -0.093
C: 0.875929 -4.538997 1.702660  -0.172
C: 1.379571 -5.813067 1.476337  -0.006
C: 1.904381 -6.111516 0.229809  -0.058
C: 1.911069 -5.134406 -0.748737  -0.040
C: 1.378622 -3.891657 -0.443257  -0.070
N: 0.867719 -3.605900 0.748607  0.104
H: -1.657281 -2.985937 6.083235  0.106
H: -0.424570 -5.162903 6.141924  0.106
H: 0.797306 -5.895705 4.121003  0.101
H: -1.485595 -1.590424 4.012762  0.120
H: 1.355604 -6.565655 2.250113  0.100
H: 2.298980 -7.099115 0.028286  0.106
H: 2.315012 -5.321502 -1.733545  0.105
H: 1.352091 -3.082068 -1.161329  0.114
O: 3.933200 -0.320933 1.746979  0.022
C: 2.786200 -0.160014 1.328921  -0.601
O: 1.818683 -0.973596 1.489000  -0.085
C: 2.471001 1.159383 0.624451  -0.091
C: 1.173711 1.618029 0.503644  0.039
C: 0.879639 2.854539 -0.086587  -0.144
C: 1.918470 3.621932 -0.622311  0.071
C: 3.204426 3.127671 -0.499385  -0.137
C: 3.520426 1.931378 0.124826  0.054
N: 4.306152 3.938773 -1.056578  -0.354
O: 4.023509 4.968857 -1.640971  0.054
O: 5.445452 3.538341 -0.906003  0.059
N: -0.435426 3.298870 -0.162215  -0.315
O: -0.710051 4.324362 -0.870997  -0.072
O: -1.360930 2.659354 0.486605  -0.030
H: 0.348637 1.026939 0.855974  0.091
H: 1.710047 4.555170 -1.118223  0.115
H: 4.540091 1.596299 0.226787  0.122

Forces on atoms 1 to 6 (eV/Å):
Mg -0.1 0.7 -0.2
N 2.1 -2.2 6.3
C -0.1 1.9 0.8
O -0.4 -0.8 -0.2
C 0.2 -0.2 0.1
C 0.0 0.0 0.0

***

No. 2
The following is a DFT calculation (the ωB97M-V functional and the def2-TZVPD basis) of a cluster of 2 separate species, CH3NO4S in total.

Calculated values
E_tot = -793.62426 hartree
total charge = 0
strongest force on any atom = 1.039 eV Å⁻¹
relative energy (zero: lowest compared OMol25 entry of this formula, charge and spin) = 69.3 kcal/mol

Each line ends with the Löwdin charge.
Element x y z (Å)
C: -0.964828 1.470591 1.294020  -0.242
N: 1.784083 -0.641448 -0.977400  -0.016
O: -0.358306 2.429092 0.986182  0.094
O: -1.734501 -0.496848 -0.323525  -0.387
O: -0.617219 -1.175189 1.784378  -0.394
O: 1.272189 -0.970860 -2.177297  -0.100
S: -0.616679 -0.353337 0.591699  0.767
H: -1.828464 1.400103 1.970533  0.120
H: 2.071724 -1.519787 -0.541470  0.049
H: 0.992002 -0.142315 -2.607119  0.109

Forces on atoms 1 to 6 (eV/Å):
C 0.5 0.3 -0.4
N -0.2 1.0 0.2
O -0.3 -0.5 0.1
O 0.1 0.1 -0.2
O 0.2 0.0 0.1
O 0.0 -0.4 -0.1

***

No. 3
The following is a DFT calculation (the ωB97M-V functional and the def2-TZVPD basis) of a structure of composition C30H36InN4.

Calculated values
E_tot = -1573.72009 hartree
total charge = -1
strongest force on any atom = 5.805 eV Å⁻¹
relative energy (zero: lowest compared OMol25 entry of this formula, charge and spin) = 3.0 kcal/mol

Each line ends with the Löwdin charge.
Element x y z (Å)
In: -0.957199 0.041300 -0.221067  0.862
N: -1.225541 -2.114882 1.631636  0.062
N: -0.417418 -2.472216 -1.565161  -0.121
C: 1.483484 1.918938 -0.336990  -0.322
C: 2.344375 0.833544 -0.011781  -0.281
C: 2.054805 0.414686 1.314014  -0.282
C: 2.652940 -0.748719 2.006170  -0.082
H: 3.239448 -1.361714 1.306733  0.061
H: 1.877748 -1.396623 2.445772  0.062
H: 3.327902 -0.442822 2.821834  0.067
C: 1.018859 1.241650 1.828486  -0.322
C: 0.346398 1.091429 3.140266  -0.084
H: 0.829030 1.668909 3.949247  0.067
H: 0.333480 0.034846 3.449342  0.058
H: -0.699907 1.428038 3.089415  0.046
C: 0.669642 2.185859 0.812514  -0.384
C: -0.364208 3.246212 0.919372  -0.111
H: -1.214982 2.918952 1.532782  0.039
H: -0.751267 3.516121 -0.072001  0.053
H: 0.035487 4.167589 1.375555  0.069
C: 3.309575 0.158418 -0.907825  -0.088
H: 4.279306 0.007302 -0.404398  0.069
H: 3.502222 0.732452 -1.826674  0.055
H: 2.939161 -0.837343 -1.212980  0.062
C: 1.373791 2.629618 -1.636056  -0.085
H: 0.322964 2.697874 -1.965132  0.053
H: 1.921327 2.107699 -2.435215  0.052
H: 1.766996 3.660384 -1.578320  0.070
C: -1.989103 -2.416833 2.697916  -0.167
H: -2.019125 -1.678439 3.508404  0.095
C: -2.739498 -3.604153 2.834180  -0.106
H: -3.373871 -3.753587 3.717924  0.084
C: -2.608626 -4.578289 1.828913  -0.110
H: -3.170874 -5.512294 1.875379  0.090
C: -1.729784 -4.339869 0.786919  -0.039
H: -1.471535 -5.054881 0.012379  0.094
C: -1.032389 -3.100169 0.714677  -0.339
C: -0.055341 -2.844677 -0.282798  -0.223
H: 0.963860 -2.550185 0.019209  0.085
C: -0.674385 -1.152277 -1.919356  -0.199
C: -0.497244 -3.294584 -2.697033  -0.037
H: -0.420362 -4.361900 -2.553829  0.112
C: -0.632161 -2.488469 -3.753741  -0.063
H: -0.666082 -2.711147 -4.799996  0.111
N: -0.641971 -1.173599 -3.295474  -0.039
C: -0.518843 -0.027739 -4.137550  -0.128
C: 0.729950 0.323484 -4.701628  -0.182
C: 0.797928 1.499079 -5.464459  -0.014
H: 1.750481 1.788100 -5.915000  0.116
C: -0.312887 2.322806 -5.643828  -0.274
C: -0.250307 3.548210 -6.512997  -0.062
H: -0.285293 4.466624 -5.909144  0.084
H: -1.103799 3.580010 -7.204753  0.077
H: 0.673702 3.552150 -7.102538  0.071
C: -1.486279 2.024528 -4.952570  -0.010
H: -2.327225 2.715340 -5.004576  0.116
C: -1.603068 0.858247 -4.186475  -0.194
C: -2.868494 0.588586 -3.429950  -0.047
H: -3.336960 -0.377587 -3.670736  0.091
H: -3.582010 1.390658 -3.667539  0.077
H: -2.702505 0.615288 -2.338765  0.032
C: 1.987897 -0.475076 -4.497537  -0.035
H: 2.115117 -1.267959 -5.253035  0.084
H: 2.041623 -0.932240 -3.499981  0.073
H: 2.855246 0.199118 -4.597374  0.082
C: -4.497841 0.803051 2.813163  -0.070
C: -3.604567 0.699499 1.686733  -0.211
N: -2.761012 0.567435 0.894757  0.071
H: -5.089945 1.720715 2.759214  0.082
H: -3.874596 0.828227 3.722036  0.090
H: -5.172138 -0.063302 2.854324  0.089

Forces on atoms 1 to 6 (eV/Å):
In 3.3 2.1 1.9
N -0.4 -1.1 1.2
N -1.5 1.0 -2.6
C -0.1 -0.5 1.2
C -1.0 0.5 0.6
C -0.8 0.8 -0.6

***

No. 4
The following is a DFT calculation (the ωB97M-V functional and the def2-TZVPD basis) of a cluster of 2 separate species, C5H8N2 in total.

Calculated values
E_tot = -304.63892 hartree
total charge = 0
strongest force on any atom = 0.454 eV Å⁻¹
relative energy (zero: lowest compared OMol25 entry of this formula, charge and spin) = 123.4 kcal/mol

Each line ends with the Löwdin charge.
Element x y z (Å)
C: -0.359149 2.598435 -0.555696  0.002
N: -0.245092 1.174976 -0.268049  -0.202
C: -0.597822 0.126778 -1.141212  -0.145
C: -0.373049 -1.094876 -0.556982  -0.040
C: 0.147565 -0.621577 0.737250  -0.399
C: 0.559112 -1.357100 1.783349  0.157
N: 0.205421 0.798247 0.859280  0.132
H: -0.714571 2.719446 -1.579705  0.088
H: 0.620338 3.064127 -0.435700  0.096
H: -1.067042 3.048427 0.143114  0.097
H: -0.986671 0.415309 -2.111271  0.087
H: 0.490038 -3.448980 -0.686420  -0.031
H: 0.870401 -4.091570 -0.604083  0.015
H: 0.523127 -2.440857 1.721983  0.065
H: 0.927393 -0.890784 2.694141  0.076

Forces on atoms 1 to 6 (eV/Å):
C 0.0 0.1 -0.1
N 0.1 0.0 0.2
C -0.1 -0.1 -0.1
C 0.0 0.5 0.0
C 0.1 -0.2 0.2
C 0.0 0.0 -0.1

***

Question: Look up the strongest force on any atom of the first one.
Answer: 6.960 eV Å⁻¹

***

Question: Among the records above, which one has the highest E_tot?
Answer: C5H8N2